1.
# C22H19ClN6O2

The molecule C22H19ClN6O2 in a non-equilibrium geometry (the ωB97M-V functional and the def2-TZVPD basis, the Open Molecules 2025 dataset).

## Properties
Electronic energy in eV: -48677.946
Energy above the lowest of the compared OMol25 structures with the same formula, charge and spin in kJ/mol: 315.30
Gap between HOMO and LUMO in eV: 5.54
Charge: 0
SMILES string: O=C1N=Nc2nc(CN3CCCN(C(=O)c4cccc(Cl)c4)CC3)nc3cccc1c23
LUMO level in eV: -2.69

```
50
Properties=species:S:1:pos:R:3:nbo_charge:R:1
H 5.153 2.922 -2.117 0.233
O -2.909 -0.502 -2.691 -0.622
H -2.652 0.125 1.008 0.208
C -5.190 -0.686 -0.862 -0.183
C 4.846 2.230 -1.323 -0.191
C 3.835 -0.405 1.809 0.328
N 2.788 -0.643 -0.662 -0.445
C 3.909 1.196 -1.517 -0.166
C 4.223 0.502 0.785 -0.149
C -2.921 0.002 -1.548 0.632
N 5.184 0.732 3.384 -0.153
H -0.158 -2.466 1.980 0.213
H 0.330 -2.265 -2.204 0.208
H 6.141 3.236 0.169 0.248
H -3.818 2.367 -0.773 0.229
C -6.774 0.903 0.082 -0.232
N 4.355 -0.212 3.096 -0.087
C -0.425 -0.328 -1.555 -0.237
C -4.569 1.605 -0.591 -0.231
N 0.200 -2.292 -0.092 -0.461
H 1.995 -3.245 -0.813 0.220
H -7.246 -1.207 -0.344 0.228
C 1.619 -2.745 0.046 -0.245
C 5.693 1.610 2.393 0.578
N -1.670 0.151 -0.901 -0.448
C 5.423 2.407 -0.043 -0.128
H -1.610 -2.249 1.006 0.197
C 2.517 -1.551 0.313 0.405
C -0.302 -1.910 -1.420 -0.216
N 3.000 -1.435 1.583 -0.400
C -4.223 0.319 -0.981 -0.054
C -0.599 -1.919 1.109 -0.216
C -6.493 -0.398 -0.345 -0.200
H -1.299 -2.299 -1.646 0.205
C -5.815 1.896 -0.004 -0.031
H -0.424 -0.037 -2.632 0.231
H 1.719 -3.438 0.888 0.220
C -1.666 0.414 0.579 -0.211
C -0.566 -0.396 1.349 -0.430
H -1.495 1.481 0.764 0.195
C 3.669 0.328 -0.457 0.231
H 0.409 0.029 1.028 0.200
H -4.996 -1.656 -1.263 0.225
O 6.518 2.492 2.657 -0.477
C 5.140 1.554 1.015 -0.134
H 3.387 1.128 -2.419 0.234
Cl -6.282 3.536 0.333 0.010
H 0.461 0.141 -1.102 0.212
H -0.636 -0.141 2.424 0.224
H -7.776 1.122 0.504 0.232
```

=====

2.
# C9H6Cl2OS

A 2-piece molecular cluster, C9H6Cl2OS overall in a non-equilibrium geometry (the ωB97M-V functional and the def2-TZVPD basis, the Open Molecules 2025 dataset).

## Properties
Electronic energy in eV: -47354.634
Energy above the lowest of the compared OMol25 structures with the same formula, charge and spin in kJ/mol: 18.08
Gap between HOMO and LUMO in eV: 7.78
Charge: 0
SMILES string: C1=Cc2cscc2C1.O=C=C(Cl)Cl
LUMO level in eV: -0.25

```
19
Properties=species:S:1:pos:R:3:nbo_charge:R:1
C 0.889 0.183 -1.683 -0.479
Cl -3.125 -2.231 0.493 0.071
C -3.602 -0.057 -0.959 0.676
C -3.534 -0.580 0.228 -0.390
C -0.978 1.097 1.338 -0.434
O -3.503 0.497 -1.976 -0.402
H 2.211 -1.499 -0.923 0.208
H 0.721 -1.602 1.405 0.238
Cl -4.467 0.205 1.492 0.045
H 1.819 0.698 -2.000 0.236
C -0.154 0.344 0.507 -0.105
C -0.875 1.974 -1.020 -0.406
C 0.727 -0.798 0.558 -0.221
C -0.048 0.956 -0.857 -0.049
H 0.334 -0.160 -2.543 0.241
H -0.941 2.543 -1.963 0.242
H -1.466 1.208 2.333 0.256
S -1.652 2.404 0.462 0.422
C 1.360 -0.892 -0.670 -0.149
```

=====

3.
# C3H8O2S

A 3-piece molecular cluster, C3H8O2S overall in a non-equilibrium geometry (the ωB97M-V functional and the def2-TZVPD basis, the Open Molecules 2025 dataset).

## Properties
Electronic energy in eV: -18167.833
Energy above the lowest of the compared OMol25 structures with the same formula, charge and spin in kJ/mol: 329.20
Gap between HOMO and LUMO in eV: 8.40
Charge: 0
LUMO level in eV: -0.94

```
14
Properties=species:S:1:pos:R:3:nbo_charge:R:1
C -0.390 -0.130 1.320 0.466
H 0.672 -2.213 0.038 0.215
C 0.020 -1.601 -0.576 -0.524
H -0.666 0.321 -0.833 0.257
H 0.954 0.337 -0.199 0.259
H -0.534 3.758 -0.119 0.466
H -0.380 -1.131 1.819 0.097
H -0.992 -2.076 -0.749 0.220
O -0.568 0.802 2.054 -0.526
H -0.753 2.729 0.993 0.487
O -0.218 2.904 0.203 -0.955
S 0.575 -2.105 -2.238 0.015
C -0.016 -0.170 -0.137 -0.561
H 2.296 -1.425 -1.578 0.084
```

=====

- What is the formula in the first record?
  C22H19ClN6O2

=====

- energy above the lowest of the compared OMol25 structures with the same formula, charge and spin of number 2 (C9H6Cl2OS)?
  18.08 kJ/mol

=====

- The highest electronic energy belongs to which entry?
  C3H8O2S